# 1
{
  "formula": "C12H27O3P",
  "method": "wB97M-V/def2-TZVPD",
  "symbols": ["C", "C", "C", "C", "O", "C", "P", "O", "C", "C", "C", "O", "C", "C", "C", "C", "H", "H", "H", "H", "H", "H", "H", "H", "H", "H", "H", "H", "H", "H", "H", "H", "H", "H", "H", "H", "H", "H", "H", "H", "H", "H", "H"],
  "coordinates": [[-4.677, -1.133, 0.474], [-3.264, -0.685, 0.825], [-2.192, -1.390, -0.007], [-2.060, -0.793, -1.406], [-1.528, 0.519, -1.425], [-0.134, 0.623, -1.279], [0.368, 1.150, 0.438], [0.382, 0.075, 1.445], [-0.744, 2.537, 0.917], [-1.103, 3.502, -0.199], [2.045, 1.928, 0.151], [2.833, 1.157, -0.724], [3.876, 0.408, -0.127], [3.408, -0.864, 0.577], [2.901, -1.906, -0.417], [2.150, -3.031, 0.282], [-4.907, -0.925, -0.569], [-4.791, -2.202, 0.642], [-5.405, -0.611, 1.091], [-3.172, 0.391, 0.666], [-3.078, -0.884, 1.882], [-2.431, -2.451, -0.101], [-1.230, -1.301, 0.498], [-1.440, -1.449, -2.035], [-3.043, -0.693, -1.874], [0.368, -0.326, -1.499], [0.223, 1.375, -1.990], [-0.247, 3.048, 1.747], [-1.639, 2.058, 1.321], [-0.214, 3.965, -0.622], [-1.747, 4.291, 0.184], [-1.632, 2.977, -0.990], [2.530, 2.061, 1.126], [1.917, 2.913, -0.312], [4.539, 0.155, -0.960], [4.428, 1.046, 0.578], [4.240, -1.271, 1.156], [2.604, -0.611, 1.268], [2.236, -1.410, -1.127], [3.743, -2.313, -0.984], [1.303, -2.625, 0.831], [2.801, -3.544, 0.986], [1.783, -3.757, -0.440]],
  "e_above_lowest_kj_mol": 0.00,
  "total_energy_ev": -28313.6027,
  "homo_energy_ev": -9.16,
  "homo_lumo_gap_ev": 10.03,
  "max_force_ha_per_bohr": 0.02375,
  "lumo_ev": 0.9
}



# 2
{
  "formula": "C12H28AgClN4O4",
  "method": "wB97M-V/def2-TZVPD",
  "symbols": ["Ag", "Cl", "C", "C", "O", "N", "C", "H", "H", "H", "H", "H", "H", "H", "C", "C", "O", "N", "C", "H", "H", "H", "H", "H", "H", "H", "C", "C", "O", "N", "C", "H", "H", "H", "H", "H", "H", "H", "C", "C", "O", "N", "C", "H", "H", "H", "H", "H", "H", "H"],
  "coordinates": [[0.436, -2.608, -1.235], [0.183, -0.692, -0.669], [1.197, 0.667, -3.246], [2.391, -0.190, -2.870], [3.288, -0.305, -3.714], [2.501, -0.783, -1.648], [3.614, -1.600, -1.120], [0.532, 0.778, -2.389], [0.676, 0.301, -4.130], [1.609, 1.652, -3.468], [1.673, -0.579, -1.108], [4.296, -1.705, -1.963], [3.201, -2.553, -0.788], [4.090, -1.119, -0.265], [-5.041, -0.276, 0.630], [-4.257, -0.909, -0.472], [-4.792, -1.728, -1.216], [-2.977, -0.728, -0.637], [-1.974, -0.346, 0.281], [-4.455, 0.600, 0.909], [-4.998, -1.087, 1.357], [-6.017, 0.087, 0.309], [-2.555, -1.329, -1.331], [-2.416, 0.497, 0.810], [-1.154, 0.054, -0.316], [-1.619, -1.154, 0.921], [-1.093, 1.223, 1.737], [-0.457, 2.251, 0.875], [-0.605, 3.489, 0.989], [0.392, 1.899, -0.176], [1.096, 2.748, -1.048], [-2.134, 1.446, 1.970], [-0.591, 0.958, 2.668], [-1.160, 0.199, 1.369], [0.329, 0.941, -0.488], [1.066, 2.440, -2.093], [2.154, 2.869, -0.815], [0.757, 3.783, -1.070], [0.154, -2.439, 1.730], [0.896, -1.292, 2.390], [1.029, -1.288, 3.624], [1.285, -0.282, 1.603], [1.980, 0.931, 1.990], [-0.320, -2.855, 2.619], [0.791, -3.263, 1.408], [-0.609, -2.058, 1.052], [1.118, -0.438, 0.619], [2.207, 0.980, 3.055], [1.311, 1.773, 1.812], [2.969, 1.038, 1.545]],
  "e_above_lowest_kj_mol": 1363.59,
  "total_energy_ev": -43559.2489,
  "homo_energy_ev": -9.12,
  "homo_lumo_gap_ev": 6.71,
  "max_force_ha_per_bohr": 0.14334,
  "lumo_ev": -2.4
}



# 3
{
  "formula": "C12H28AlCl6KN3O12RbSV",
  "method": "wB97M-V/def2-TZVPD",
  "symbols": ["C", "C", "N", "C", "Al", "C", "C", "C", "C", "S", "O", "O", "Cl", "H", "H", "H", "H", "H", "H", "H", "H", "H", "H", "H", "H", "H", "H", "H", "H", "Rb", "K", "C", "Cl", "Cl", "H", "H", "N", "O", "O", "O", "O", "V", "O", "C", "Cl", "Cl", "Cl", "H", "N", "O", "O", "O", "C", "C", "C", "O", "H", "H", "H", "H", "H", "H", "H", "H", "O", "H"],
  "coordinates": [[-0.994, 2.137, 0.018], [-0.560, 0.720, -0.294], [-0.115, 0.419, -1.485], [-0.699, -0.245, 0.803], [0.764, -0.038, 2.198], [2.421, -1.150, 1.761], [2.265, -1.736, 0.372], [2.916, -0.846, -0.671], [4.420, -0.619, -0.478], [4.937, 1.032, -0.051], [3.959, 2.007, -0.493], [6.241, 1.258, -0.607], [5.106, 1.143, 1.931], [-2.004, 2.257, -0.373], [-0.349, 2.853, -0.490], [-0.981, 2.317, 1.086], [-0.158, 1.263, -2.059], [-0.773, -1.259, 0.413], [-1.643, -0.039, 1.315], [1.098, 1.532, 2.412], [0.178, -0.592, 3.630], [2.503, -1.954, 2.490], [3.291, -0.523, 1.916], [2.698, -2.743, 0.341], [1.226, -1.885, 0.088], [2.360, 0.082, -0.755], [2.809, -1.363, -1.628], [4.951, -0.765, -1.417], [4.840, -1.323, 0.236], [2.488, 2.882, -2.025], [1.679, -0.991, -3.791], [-2.979, -1.826, -4.961], [-2.402, -1.445, -3.328], [-1.811, -1.352, -6.182], [-3.146, -2.895, -5.022], [-3.902, -1.285, -5.129], [0.949, -3.929, 2.293], [0.044, -3.338, 1.682], [1.078, -3.764, 3.512], [1.748, -4.654, 1.676], [-1.956, 6.396, -6.028], [-0.745, 5.466, -5.331], [0.472, 4.553, -4.555], [2.072, 2.379, 5.894], [3.140, 2.161, 4.510], [1.254, 0.876, 6.289], [2.980, 2.983, 7.286], [1.326, 3.114, 5.631], [0.439, -0.663, -8.309], [1.192, -0.679, -7.291], [0.603, -1.507, -9.199], [-0.457, 0.194, -8.386], [-4.917, -0.833, -0.104], [-4.898, -0.654, 1.397], [-6.303, -0.621, 1.980], [-4.192, 0.537, 1.736], [-5.437, 0.003, -0.582], [-3.901, -0.852, -0.485], [-5.416, -1.759, -0.392], [-4.333, -1.468, 1.853], [-6.866, 0.220, 1.564], [-6.265, -0.492, 3.061], [-6.845, -1.541, 1.758], [-4.662, 1.284, 1.353], [4.985, 0.533, 8.939], [4.283, 1.027, 8.480]],
  "total_energy_ev": -177156.1971,
  "homo_energy_ev": -5.46,
  "total_charge": -1,
  "homo_lumo_gap_ev": 1.09,
  "max_force_ha_per_bohr": 0.06101,
  "lumo_ev": -4.4
}



# 4
{
  "formula": "C12H28Br12O2P",
  "method": "wB97M-V/def2-TZVPD",
  "symbols": ["O", "P", "O", "H", "H", "H", "H", "Br", "C", "C", "Br", "H", "H", "H", "H", "Br", "C", "C", "Br", "H", "H", "H", "H", "Br", "C", "C", "Br", "H", "H", "H", "H", "Br", "C", "C", "Br", "H", "H", "H", "H", "Br", "C", "C", "Br", "H", "H", "H", "H", "Br", "C", "C", "Br", "H", "H", "H", "H"],
  "coordinates": [[-1.258, -1.309, 4.471], [-2.628, -0.442, 3.745], [-3.873, -1.620, 3.420], [-1.047, -2.002, 3.750], [-3.044, 0.673, 4.556], [-2.130, 0.049, 2.469], [-4.564, -1.654, 4.166], [-0.679, 2.102, 3.854], [1.135, 1.681, 4.433], [2.142, 1.993, 3.350], [2.123, 0.631, 1.955], [1.137, 0.632, 4.739], [1.306, 2.311, 5.312], [3.159, 1.974, 3.753], [1.968, 2.955, 2.860], [1.821, -2.627, -0.731], [1.745, -1.842, -2.515], [1.525, -0.348, -2.446], [-0.333, 0.074, -2.031], [0.963, -2.371, -3.064], [2.716, -2.068, -2.966], [1.711, 0.113, -3.420], [2.142, 0.147, -1.690], [1.104, 1.834, -7.308], [0.135, 2.519, -5.759], [0.859, 3.689, -5.135], [2.391, 3.092, -4.086], [-0.006, 1.679, -5.074], [-0.838, 2.832, -6.149], [0.211, 4.207, -4.422], [1.235, 4.409, -5.867], [5.209, -0.929, -8.641], [4.350, -0.234, -7.033], [4.733, -1.042, -5.815], [3.771, -2.737, -5.762], [3.275, -0.221, -7.226], [4.711, 0.796, -6.941], [4.441, -0.520, -4.899], [5.800, -1.278, -5.769], [-0.966, -3.345, 1.969], [-1.412, -5.093, 1.226], [-0.566, -6.182, 1.844], [1.240, -6.176, 1.108], [-1.299, -5.018, 0.142], [-2.469, -5.243, 1.467], [-0.970, -7.169, 1.599], [-0.468, -6.093, 2.930], [-4.391, 3.238, 3.574], [-5.250, 3.933, 5.181], [-4.867, 3.125, 6.399], [-5.829, 1.429, 6.452], [-6.325, 3.946, 4.989], [-4.889, 4.963, 5.273], [-5.159, 3.647, 7.315], [-3.800, 2.889, 6.446]],
  "e_above_lowest_kj_mol": 136.78,
  "total_energy_ev": -866785.7093,
  "homo_energy_ev": -11.31,
  "total_charge": 1,
  "homo_lumo_gap_ev": 7.90,
  "max_force_ha_per_bohr": 0.09386,
  "lumo_ev": -3.4
}